63
Properties=species:S:1:pos:R:3:forces:R:3 method="wB97M-V/def2-TZVPD" energy_ev=-53512.6497 lumo_energy_ha="-0.2043 / -0.1869" multiplicity=2 charge=+1 orbital_gap_ev="6.585 / 7.092"
Ru -0.290363 0.608375 -0.289335 -1.8 -3.2 0.2
O -6.380263 0.965975 -0.246235 -0.2 -1.0 0.0
C -5.876763 2.163675 -0.341135 0.2 0.9 -0.1
O -6.530563 3.176975 -0.271135 0.0 -0.3 0.0
C -4.400863 2.288875 -0.545935 0.4 -0.3 -0.1
C -3.734563 3.494575 -0.740535 -0.4 -0.6 0.1
N -2.434063 3.215075 -0.872035 0.2 0.3 0.1
N -2.210463 1.909075 -0.773835 1.5 -1.0 0.6
C -3.379563 1.314775 -0.568135 -0.4 0.3 0.0
C -3.393563 -0.184225 -0.386735 -1.5 1.4 -0.2
O -4.466963 -0.783725 -0.406835 0.6 -0.2 0.1
O -2.258163 -0.709825 -0.234335 3.1 0.2 0.4
H -5.721563 0.200675 -0.332535 -0.2 0.7 0.0
H -4.142363 4.485075 -0.786635 0.0 0.2 -0.1
H -1.647463 3.843075 -1.013035 0.0 -0.2 0.0
O 4.538337 4.360175 -0.403835 -0.4 0.7 0.0
C 4.966437 3.127975 -0.421335 0.2 -0.6 0.0
O 6.129637 2.821275 -0.332835 -0.1 0.1 0.0
C 3.954637 2.029575 -0.549035 -0.3 -0.1 -0.1
C 4.300137 0.686775 -0.594235 -0.2 0.7 0.0
N 3.160437 -0.010425 -0.699935 0.0 -0.2 0.2
N 2.094837 0.789675 -0.731935 -1.3 0.7 0.3
C 2.544637 2.037775 -0.645135 0.5 -0.2 0.0
C 1.543037 3.165875 -0.679635 1.0 0.3 0.3
O 1.932737 4.327675 -0.600835 -0.1 -0.1 -0.1
O 0.335737 2.806575 -0.781035 -1.1 -1.2 0.4
H 3.540137 4.476475 -0.486235 0.4 -0.4 0.0
H 5.273637 0.240575 -0.557135 0.2 -0.1 0.0
H 3.046637 -1.011425 -0.766235 -0.1 0.2 0.0
C -0.637863 -1.178425 -2.827835 -0.4 0.2 0.6
N 0.246137 -2.280325 -2.559035 0.1 -0.1 0.6
C 1.084437 -2.707825 -3.661135 0.2 -0.1 -0.4
C 0.598337 -2.556725 -1.262935 0.1 -0.5 -1.1
N 0.524537 -1.633325 -0.355235 -0.5 2.3 1.5
N 1.086237 -3.806525 -1.014335 0.0 0.6 0.1
C 1.706837 -4.120325 0.255865 0.1 0.1 0.1
C 0.567837 -4.970525 -1.706635 -0.1 -0.3 -0.2
H -0.735163 -1.047425 -3.902435 0.1 0.2 0.1
H -0.256863 -0.216925 -2.375235 0.0 -0.1 -0.5
H -1.622963 -1.378425 -2.397735 0.2 0.2 -0.1
H 1.620637 -1.848725 -4.074835 0.0 0.0 0.0
H 0.479537 -3.150325 -4.454935 0.1 0.0 0.0
H 1.816737 -3.438625 -3.331035 0.0 0.0 0.0
H 0.670837 -1.968125 0.591665 -0.1 0.0 -0.2
H 2.388237 -3.329125 0.565265 0.0 0.0 0.0
H 2.287637 -5.032625 0.131465 0.0 0.0 0.0
H 0.970037 -4.292725 1.045865 0.0 0.0 0.0
H -0.095163 -4.675725 -2.512035 0.0 0.0 0.0
H 0.000437 -5.585925 -1.006335 0.0 0.0 0.0
H 1.390337 -5.564925 -2.106235 0.0 0.0 0.0
N -0.301963 0.775875 6.132865 0.0 0.0 0.3
C -0.337563 0.718375 4.795265 0.1 0.0 -0.4
C 0.079437 1.803275 3.996165 -0.1 -0.2 -0.1
C 0.056037 1.687575 2.628365 0.1 0.4 0.3
N -0.351263 0.577375 2.001665 0.3 0.6 -2.4
C -0.783963 -0.449825 2.739765 -0.2 -0.3 -0.1
C -0.787563 -0.429725 4.111865 0.1 0.2 -0.1
H 0.009437 1.607575 6.607965 -0.1 -0.1 0.0
H -0.620163 0.001675 6.692965 0.0 0.1 0.0
H 0.402537 2.724275 4.454165 0.1 0.1 0.0
H 0.362237 2.518075 1.999365 0.0 -0.1 0.1
H -1.162463 -1.304425 2.192165 0.0 0.0 0.0
H -1.148963 -1.283425 4.663065 0.0 -0.1 0.0